Record 1
Molecular formula: C29H63F9N14O16S2
Method: DFT, wB97M-V/def2-TZVPD

The geometry in XYZ format:
```
133
Properties=species:S:1:pos:R:3:lowdin_charge:R:1
C 1.09 -2.51 1.19 -0.13
C 2.16 -1.56 0.46 -0.21
C 2.10 -0.02 0.95 -0.18
O 1.12 0.66 0.13 -0.19
C 1.52 1.99 -0.24 -0.12
C 0.35 3.07 -0.24 -0.32
C 0.61 4.24 -1.32 -0.08
C 0.83 3.70 -2.81 -0.17
C 2.37 3.99 -3.24 -0.22
C 2.82 3.17 -4.54 -0.21
S 3.49 1.47 -4.16 0.73
O 4.35 0.97 -5.29 -0.34
O 2.28 0.57 -3.99 -0.36
O 4.37 1.45 -2.74 -0.19
O 0.63 3.81 1.02 -0.19
S -0.16 2.88 2.16 0.84
O 0.72 2.11 3.11 -0.27
O -0.76 3.95 3.06 -0.31
O -1.26 1.99 1.23 -0.18
C -1.17 2.62 -0.11 -0.32
C -2.18 3.89 0.14 -0.12
C -3.39 3.41 1.11 -0.17
C -4.71 4.34 0.93 -0.20
C -5.87 3.97 1.96 -0.16
C -6.00 2.42 2.30 -0.25
O -5.34 2.11 3.55 -0.23
C -5.39 0.70 3.85 -0.11
C -1.90 1.91 -1.34 -0.06
C -1.13 0.66 -1.96 -0.04
C -1.56 -0.74 -1.26 -0.28
F -0.51 -1.66 -1.61 0.04
F -1.59 -0.66 0.14 0.09
C -2.90 -1.34 -1.91 -0.20
F -2.51 -2.07 -3.06 0.07
F -3.76 -0.32 -2.41 0.07
C -3.79 -2.20 -0.90 -0.20
F -4.86 -2.74 -1.69 0.07
F -4.44 -1.36 0.04 0.10
C -3.06 -3.45 -0.24 -0.33
F -4.07 -4.44 -0.05 0.08
F -2.58 -3.20 1.06 0.11
F -2.10 -4.05 -1.04 0.14
H 0.27 -1.94 1.75 0.07
H 1.59 -3.21 1.95 0.08
H 0.63 -3.18 0.38 0.05
H 3.21 -1.92 0.76 0.11
H 2.12 -1.64 -0.68 0.09
H 1.70 -0.02 2.02 0.12
H 3.17 0.38 0.86 0.12
H 2.31 2.34 0.52 0.15
H 2.08 1.90 -1.24 0.12
H -0.21 5.03 -1.34 0.12
H 1.56 4.79 -0.96 0.14
H 0.68 2.58 -2.94 0.09
H 0.20 4.33 -3.53 0.12
H 3.10 3.80 -2.37 0.11
H 2.49 5.10 -3.51 0.13
H 3.61 3.72 -5.16 0.12
H 1.93 2.99 -5.24 0.13
H 4.01 0.74 -2.16 0.10
H -1.65 4.82 0.52 0.12
H -2.71 4.21 -0.84 0.12
H -3.09 3.49 2.21 0.12
H -3.74 2.35 0.84 0.10
H -4.47 5.45 0.91 0.11
H -5.09 4.09 -0.13 0.11
H -6.88 4.28 1.49 0.11
H -5.67 4.51 2.95 0.12
H -5.66 1.73 1.44 0.12
H -7.11 2.18 2.46 0.13
H -5.75 0.47 4.91 0.10
H -4.31 0.32 3.79 0.10
H -6.04 0.10 3.14 0.07
H -2.00 2.69 -2.17 0.14
H -2.96 1.63 -1.02 0.13
H -1.52 0.55 -3.04 0.14
H -0.01 0.77 -2.06 0.11
C 2.23 -4.71 -1.89 -0.66
O 2.15 -4.01 -0.89 -0.01
N 1.37 -4.57 -2.94 0.17
N 3.17 -5.67 -2.04 0.17
H 1.42 -5.13 -3.77 0.09
H 0.66 -3.87 -2.87 0.09
H 3.82 -5.80 -1.28 0.07
H 3.25 -6.25 -2.86 0.10
C 0.89 3.25 7.12 -0.67
O 1.53 2.40 7.75 0.00
N 0.43 4.39 7.69 0.16
N 0.59 3.11 5.81 0.17
H -0.08 5.09 7.19 0.10
H 0.64 4.53 8.67 0.09
H 0.92 2.28 5.35 0.08
H 0.08 3.79 5.28 0.07
C 6.67 -5.81 -1.38 -0.67
O 5.63 -6.41 -1.14 0.01
N 7.90 -6.31 -1.10 0.15
N 6.68 -4.58 -1.95 0.17
H 8.76 -5.83 -1.29 0.09
H 7.93 -7.23 -0.68 0.10
H 5.78 -4.17 -2.18 0.09
H 7.51 -4.06 -2.15 0.10
C -1.82 -4.41 -6.41 -0.70
O -0.61 -4.58 -6.30 0.02
N -2.56 -3.81 -5.45 0.15
N -2.51 -4.82 -7.50 0.15
H -3.55 -3.66 -5.52 0.10
H -2.08 -3.49 -4.63 0.08
H -2.00 -5.28 -8.23 0.11
H -3.50 -4.69 -7.61 0.09
C 3.47 5.03 9.72 -0.70
O 3.15 5.71 8.75 0.01
N 4.26 5.50 10.72 0.14
N 3.05 3.75 9.89 0.16
H 4.53 4.97 11.52 0.09
H 4.59 6.45 10.63 0.10
H 2.45 3.35 9.16 0.05
H 3.30 3.18 10.67 0.10
C 5.83 -3.71 -5.66 -0.69
O 5.43 -4.19 -4.61 0.01
N 7.01 -4.08 -6.23 0.15
N 5.14 -2.77 -6.35 0.16
H 7.36 -3.69 -7.09 0.09
H 7.56 -4.77 -5.75 0.10
H 4.26 -2.47 -5.96 0.11
H 5.45 -2.36 -7.21 0.10
C -7.26 -2.55 2.72 -0.70
O -7.37 -1.85 3.71 0.01
N -8.12 -2.47 1.67 0.15
N -6.27 -3.46 2.58 0.16
H -8.04 -3.03 0.84 0.09
H -8.87 -1.80 1.74 0.11
H -5.61 -3.55 3.33 0.11
H -6.16 -4.04 1.77 0.09
```

Output
LUMO: -0.05 eV
Kohn-Sham gap: 8.8 eV
2S+1: 1
max |F|: 7.40 eV/Å
calculated total energy: -4808.40249 Eh
SMILES: CCCOC[C@]1(CCCCS(=O)(=O)O)OS(=O)(=O)O[C@]1(CCCCCOC)CCC(F)(F)C(F)(F)C(F)(F)C(F)(F)F.NC(N)=O.NC(N)=O.NC(N)=O.NC(N)=O.NC(N)=O.NC(N)=O.NC(N)=O

---

Record 2
Molecular formula: C23H27BrN4O4
Method: DFT, wB97M-V/def2-TZVPD

The geometry in XYZ format:
```
59
Properties=species:S:1:pos:R:3:nbo_charge:R:1
C -1.46 5.26 -3.24 -0.63
C -0.09 4.72 -3.54 0.01
C 0.53 3.81 -2.70 -0.22
C 1.79 3.32 -3.00 -0.12
C 2.43 3.73 -4.16 -0.22
C 1.84 4.65 -5.01 0.09
C 0.58 5.14 -4.69 -0.23
H 0.10 5.86 -5.34 0.20
C 2.55 5.11 -6.25 -0.65
H 3.34 5.82 -5.99 0.22
H 1.87 5.60 -6.94 0.21
H 3.02 4.26 -6.75 0.22
H 3.41 3.32 -4.39 0.23
C 2.49 2.32 -2.14 0.67
O 3.22 1.46 -2.58 -0.61
N 2.26 2.48 -0.81 -0.61
H 1.64 3.21 -0.50 0.40
C 2.80 1.58 0.19 -0.07
C 1.73 0.65 0.72 -0.11
C 0.55 1.14 1.25 -0.12
C -0.42 0.29 1.77 -0.07
C -0.27 -1.12 1.71 0.24
C 0.97 -1.59 1.22 -0.28
C 1.93 -0.73 0.75 -0.07
H 2.86 -1.13 0.37 0.22
H 1.15 -2.65 1.18 0.22
N -1.26 -1.98 2.05 -0.42
C -1.01 -3.29 2.60 -0.21
H 0.05 -3.38 2.85 0.22
C -1.45 -4.40 1.65 -0.44
C -2.93 -4.21 1.35 -0.19
C -3.16 -2.82 0.77 -0.44
C -2.65 -1.74 1.74 -0.20
H -2.77 -0.78 1.24 0.22
H -3.25 -1.73 2.66 0.20
H -2.63 -2.74 -0.18 0.21
H -4.23 -2.66 0.58 0.23
H -3.52 -4.36 2.25 0.22
Br -3.55 -5.59 0.08 -0.03
H -1.27 -5.38 2.10 0.23
H -0.88 -4.35 0.72 0.21
H -1.59 -3.37 3.53 0.19
N -1.46 0.92 2.51 0.52
O -2.03 0.28 3.38 -0.39
O -1.68 2.10 2.29 -0.40
H 0.36 2.20 1.30 0.23
H 3.57 0.99 -0.32 0.26
C 3.43 2.37 1.35 -0.49
C 3.87 1.39 2.43 0.68
O 4.66 0.50 2.24 -0.61
N 3.27 1.57 3.63 -0.82
H 2.60 2.30 3.80 0.40
H 3.51 0.95 4.39 0.40
H 4.31 2.89 0.98 0.25
H 2.72 3.09 1.74 0.20
H -0.01 3.46 -1.83 0.20
H -1.44 6.35 -3.19 0.22
H -2.15 4.98 -4.03 0.22
H -1.83 4.87 -2.30 0.21
```

Output
LUMO: -0.50 eV
Kohn-Sham gap: 7.8 eV
2S+1: 1
ΔE to the lowest compared entry with this formula, charge and spin: 59.8 kcal per mole
max |F|: 1.40 eV/Å
calculated total energy: -3986.61832 Eh
SMILES: Cc1cc(C)cc(C(=O)N[C@@H](CC(N)=O)c2ccc(N3CCC(Br)CC3)c([N+](=O)[O-])c2)c1

---

Which of these has the lowest Kohn-Sham gap?
C23H27BrN4O4

---

Look up the calculated total energy of the second one.
-3986.61832 Eh

---

Kohn-Sham gap of number 2 (C23H27BrN4O4)?
7.8 eV